[1]
{"formula": "C10H20N3", "method": "ωB97M-V with the def2-TZVPD basis set", "symbols": ["H", "C", "H", "H", "C", "H", "H", "C", "H", "H", "H", "H", "C", "C", "H", "H", "C", "H", "H", "H", "H", "H", "H", "C", "C", "H", "H", "N", "H", "C", "C", "N", "N"], "xyz": [[2.96, 3.37, 3.21], [1.18, 2.95, 2.02], [-1.55, 0.60, -1.75], [-3.21, -2.49, -4.18], [0.19, 0.62, 1.65], [-0.12, -1.62, 2.42], [-2.05, 0.56, 0.37], [0.51, 1.94, 0.99], [1.10, 0.20, 2.30], [1.30, 1.89, 0.05], [-2.08, -1.28, 0.42], [-0.35, 2.35, 0.43], [-2.44, -3.12, -3.76], [0.16, -1.76, 1.28], [-0.43, -2.58, 0.92], [0.37, 2.88, 2.80], [-1.65, -0.39, -1.36], [1.13, -2.03, 1.17], [3.18, 2.46, 1.72], [-0.63, 0.88, 2.31], [2.55, 1.73, 3.30], [0.61, -0.33, -0.16], [-2.01, -3.61, -4.56], [-1.64, -1.43, -2.18], [2.53, 2.57, 2.59], [-2.85, -3.85, -3.08], [2.26, 0.08, -3.62], [-0.10, -0.47, 0.67], [1.15, 3.85, 1.55], [-1.54, -0.38, 0.14], [1.81, -0.45, -2.74], [1.19, -0.86, -1.91], [-1.54, -2.28, -3.02]], "spin_multiplicity": 1, "homo_lumo_gap_ev": 9.5, "lumo_ev": -2.2, "total_charge": 1}



[2]
{"formula": "C14H20NO3", "method": "ωB97M-V with the def2-TZVPD basis set", "symbols": ["C", "N", "C", "H", "C", "H", "H", "H", "C", "O", "H", "H", "H", "C", "C", "H", "C", "H", "H", "H", "C", "H", "H", "H", "C", "H", "C", "H", "H", "C", "O", "C", "O", "H", "H", "C", "H", "C"], "xyz": [[1.51, 2.24, -0.91], [-1.14, -1.87, 0.83], [0.69, -1.78, 2.35], [1.48, -1.50, -1.32], [0.89, 0.10, -0.02], [-0.13, -0.95, -1.58], [-3.07, -0.94, 0.52], [-0.17, -3.21, -0.52], [0.01, 4.92, -2.92], [2.47, 2.35, -0.18], [0.39, -2.39, 3.22], [-2.21, -3.76, 0.69], [-0.84, 1.00, 0.99], [1.22, 3.40, -1.82], [0.00, 0.29, 1.22], [1.92, 0.07, 0.29], [1.06, -2.69, 1.18], [-2.64, -2.81, 2.06], [1.67, 6.27, -3.34], [-1.12, -3.68, 2.05], [-1.81, -3.08, 1.42], [-0.82, 5.49, -3.32], [2.08, -2.47, 0.92], [-1.78, -0.29, -0.47], [-2.17, -1.21, -0.03], [1.53, -1.12, 2.66], [1.30, 5.34, -2.92], [-1.25, -0.78, 2.65], [0.66, 0.86, 1.93], [0.05, -2.34, 0.09], [2.06, 4.39, -2.30], [0.60, -1.19, -0.79], [0.60, 1.19, -0.92], [-2.44, -1.88, -0.89], [1.01, -3.77, 1.48], [-0.08, 3.67, -2.21], [-1.00, 3.12, -1.91], [-0.54, -1.01, 1.84]], "smiles": "C[N+]1(C)[C@@H]2CC[C@H]1C[C@H](OC(=O)c1ccco1)C2", "spin_multiplicity": 1, "homo_lumo_gap_ev": 8.8, "lumo_ev": -2.6, "total_charge": 1}



[3]
{"formula": "C3H7NO2P", "method": "ωB97M-V with the def2-TZVPD basis set", "symbols": ["H", "P", "N", "H", "C", "H", "H", "O", "H", "H", "C", "O", "C", "H"], "xyz": [[-1.73, -2.26, -0.17], [0.46, -0.07, 0.23], [-1.12, -0.11, -0.62], [2.66, 0.93, -0.29], [-1.37, 1.22, -0.02], [-2.15, -0.89, 1.11], [2.77, -0.27, 0.93], [-0.22, 1.30, 0.78], [2.56, -0.80, -0.75], [-1.36, 2.12, -0.77], [2.18, -0.06, -0.01], [-0.09, -1.33, 0.99], [-1.43, -1.20, 0.32], [-2.40, 1.35, 0.38]], "spin_multiplicity": 3, "s2": 2.007, "homo_lumo_gap_ev": [7.8, 7.6], "lumo_ev": [-2.8, -8.9], "total_charge": 1}



For reference, relative energy (zero: lowest compared OMol25 entry of this formula, charge and spin) by record: 4.554; 1.587; 0.000 eV.